[1]
Molecular formula: C36H62INO10Si2
Method: DFT, ωB97M-V/def2-TZVPD

CARTESIAN COORDINATES (ANGSTROEM)
C1 8.667 1.609 -2.218
C2 7.314 1.570 -1.507
C3 6.242 2.417 -2.226
C4 5.945 3.774 -1.563
C5 4.450 4.155 -1.509
C6 3.696 3.909 -2.818
C7 2.235 3.396 -2.611
C8 1.905 2.277 -3.626
C9 0.851 1.229 -3.125
C10 1.120 -0.094 -3.874
C11 1.367 -1.388 -3.048
C12 2.822 -1.846 -3.007
C13 3.462 -1.043 -1.824
C14 3.342 -2.013 -0.638
C15 3.543 -1.582 0.840
C16 3.237 -0.152 1.292
Si1 1.852 0.217 2.500
O1 2.475 1.305 3.625
N1 1.002 -0.990 3.330
C17 0.963 -2.417 3.046
C18 0.125 -2.877 1.853
C19 -0.019 -1.928 0.677
O2 0.703 1.131 1.633
Si2 -0.328 2.144 2.438
I1 -0.662 1.971 4.849
C20 -2.052 1.936 1.686
C21 -2.070 2.070 0.153
C22 -3.279 1.286 -0.397
C23 -2.974 -0.182 -0.759
C24 -3.468 -1.195 0.286
H1 9.399 1.188 -1.538
H2 8.650 1.004 -3.114
H3 8.927 2.638 -2.425
H4 6.924 0.568 -1.384
H5 7.452 2.001 -0.520
H6 5.326 1.840 -2.257
H7 6.528 2.611 -3.255
H8 6.485 4.580 -2.051
H9 6.322 3.759 -0.539
H10 4.361 5.203 -1.245
H11 3.989 3.613 -0.700
H12 3.586 4.875 -3.301
H13 4.229 3.260 -3.501
H14 2.049 3.005 -1.622
H15 1.553 4.226 -2.761
H16 1.555 2.740 -4.540
H17 2.831 1.736 -3.803
H18 -0.114 1.664 -3.363
H19 0.874 1.065 -2.052
H20 0.245 -0.330 -4.472
H21 1.925 0.104 -4.573
H22 0.765 -2.172 -3.499
H23 1.056 -1.290 -2.013
H24 3.339 -1.740 -3.950
H25 2.827 -2.880 -2.673
H26 2.882 -0.129 -1.753
H27 4.467 -0.734 -2.101
H28 2.394 -2.533 -0.740
H29 4.089 -2.779 -0.828
H30 3.040 -2.349 1.418
H31 4.591 -1.782 1.043
H32 3.096 0.512 0.449
H33 4.145 0.240 1.733
H34 3.329 1.607 3.321
H35 0.557 -0.783 4.204
H36 1.950 -2.870 3.106
H37 0.484 -2.889 3.903
H38 0.557 -3.808 1.490
H39 -0.880 -3.157 2.184
H40 -0.713 -1.126 0.898
H41 -0.447 -2.454 -0.171
H42 0.896 -1.451 0.339
H43 0.062 3.542 2.148
H44 -2.683 2.682 2.161
H45 -2.409 0.968 2.029
H46 -1.146 1.764 -0.312
H47 -2.298 3.109 -0.059
H48 -4.092 1.260 0.323
H49 -3.669 1.793 -1.276
H50 -3.537 -0.399 -1.662
H51 -1.924 -0.324 -0.989
H52 -4.545 -1.301 0.248
H53 -3.148 -0.899 1.277
H54 -3.019 -2.148 0.033
C25 -7.468 3.549 0.554
C26 -7.218 2.241 0.417
C27 -7.469 1.522 -0.873
O3 -7.204 0.339 -0.941
C28 -8.024 2.280 -1.986
C29 -8.278 3.586 -1.848
C30 -8.002 4.312 -0.566
O4 -8.236 5.501 -0.508
O5 -8.785 4.317 -2.832
O6 -6.733 1.515 1.417
H55 -7.288 4.078 1.479
H56 -8.217 1.747 -2.906
H57 -8.867 5.220 -2.473
H58 -6.641 0.611 1.065
C31 -2.022 -6.177 3.704
C32 -2.274 -6.841 4.838
C33 -3.647 -6.884 5.438
O7 -3.816 -7.518 6.459
C34 -4.714 -6.155 4.765
C35 -4.461 -5.489 3.633
C36 -3.094 -5.468 3.019
O8 -2.931 -4.861 1.981
O9 -5.399 -4.809 2.986
O10 -1.330 -7.499 5.498
H59 -1.036 -6.141 3.261
H60 -5.696 -6.179 5.216
H61 -4.957 -4.426 2.206
H62 -1.774 -7.887 6.273

Results
Kohn-Sham gap = 7.56 eV
HOMO level = -9.134 eV
2S+1 = 1
Energy relative to the best compared isomer or geometry (same formula, charge and spin) = 21.6 kcal per mole
Charge = 0

Löwdin population analysis, charges in e, atoms 1 to 99: -0.1069 -0.2549 -0.2151 -0.1987 -0.2011 -0.1953 -0.1827 -0.1988 -0.1865 -0.1852 -0.2022 -0.1931 -0.1802 -0.2000 -0.2213 -0.1788 0.2551 -0.1768 -0.0460 -0.2619 -0.2169 -0.1054 -0.3319 0.0749 0.5366 -0.3318 -0.2360 -0.2101 -0.2384 -0.1029 0.0641 0.0689 0.0716 0.0896 0.0916 0.0851 0.1068 0.1048 0.0977 0.1045 0.0922 0.1040 0.0845 0.0883 0.1033 0.1123 0.0866 0.1015 0.0853 0.0983 0.0950 0.1028 0.0830 0.1058 0.0941 0.0831 0.0985 0.0842 0.1126 0.0743 0.1004 0.0688 0.0710 0.0406 0.0363 0.0946 0.1072 0.1053 0.0881 0.0524 0.0812 0.0425 -0.0135 0.0679 0.0507 0.0822 0.1023 0.0894 0.1003 0.0986 0.0855 0.0643 0.0568 0.0614 0.0777 -0.2458 -0.3194 0.1066 0.0762 -0.2422 -0.3177 0.1134 0.1180 0.1100 0.1368 0.1362 0.1197 0.1128 0.0759

[2]
Molecular formula: C36H62O21
Method: DFT, ωB97M-V/def2-TZVPD

CARTESIAN COORDINATES (ANGSTROEM)
C1 -1.225 -3.044 -2.699
C2 -0.999 -2.220 -1.863
C3 -0.949 -1.280 -0.709
C4 0.486 -0.829 -0.547
C5 0.906 0.302 0.030
C6 0.233 1.466 0.698
C7 -1.292 1.564 0.538
C8 0.580 1.565 2.226
C9 0.696 0.215 2.940
C10 -0.651 -0.515 3.170
C11 2.439 0.320 -0.057
O1 3.256 0.815 0.631
O2 2.666 -0.488 -1.171
C12 1.785 -1.547 -0.913
O3 2.066 -2.686 -0.934
H1 -1.601 -3.845 -3.284
H2 -1.236 -1.835 0.186
H3 -1.636 -0.480 -0.961
H4 0.652 2.383 0.263
H5 -1.842 0.862 1.169
H6 -1.643 1.482 -0.494
H7 -1.596 2.555 0.892
H8 -0.121 2.243 2.719
H9 1.565 2.046 2.280
H10 1.385 -0.482 2.456
H11 1.122 0.414 3.931
H12 -0.566 -1.072 4.111
H13 -1.502 0.157 3.293
H14 -0.827 -1.278 2.406
C13 -2.356 -10.504 -3.322
C14 -2.558 -9.037 -3.639
O4 -2.172 -8.196 -2.543
C15 -0.857 -8.052 -2.365
O5 0.007 -8.547 -3.039
O6 -0.668 -7.277 -1.297
C16 0.706 -7.122 -0.931
H15 -2.879 -10.770 -2.402
H16 -2.730 -11.126 -4.136
H17 -1.302 -10.735 -3.172
H18 -3.616 -8.843 -3.807
H19 -2.026 -8.743 -4.545
H20 1.299 -6.764 -1.770
H21 1.101 -8.068 -0.561
H22 0.754 -6.386 -0.133
C17 4.488 0.566 -3.366
C18 4.252 1.780 -4.240
O7 4.770 1.595 -5.567
C19 4.052 0.802 -6.358
O8 3.022 0.250 -6.070
O9 4.681 0.711 -7.534
C20 4.066 -0.193 -8.452
H23 5.547 0.304 -3.355
H24 4.162 0.759 -2.350
H25 3.947 -0.303 -3.738
H26 4.787 2.633 -3.826
H27 3.196 2.048 -4.282
H28 3.016 0.052 -8.602
H29 4.169 -1.217 -8.095
H30 4.591 -0.095 -9.399
C21 -3.715 2.255 -5.358
C22 -4.592 2.742 -4.223
O10 -5.619 1.793 -3.898
C23 -5.215 0.720 -3.222
O11 -4.091 0.490 -2.860
O12 -6.271 -0.072 -3.029
C24 -5.957 -1.316 -2.398
H31 -4.323 2.000 -6.228
H32 -2.995 3.024 -5.641
H33 -3.164 1.359 -5.076
H34 -5.110 3.650 -4.527
H35 -4.007 2.984 -3.335
H36 -5.426 -1.158 -1.461
H37 -5.366 -1.937 -3.069
H38 -6.899 -1.817 -2.190
C25 -4.683 5.050 4.512
C26 -5.286 3.687 4.779
O13 -6.376 3.402 3.890
C27 -6.032 3.085 2.643
O14 -4.911 3.011 2.213
O15 -7.149 2.882 1.942
C28 -6.928 2.629 0.553
H39 -5.452 5.823 4.553
H40 -3.912 5.278 5.249
H41 -4.232 5.096 3.521
H42 -5.706 3.665 5.783
H43 -4.537 2.896 4.723
H44 -6.235 1.802 0.409
H45 -6.552 3.528 0.065
H46 -7.887 2.366 0.117
C29 6.174 -0.563 0.996
C30 6.296 0.937 1.166
O16 7.671 1.348 1.237
C31 8.329 1.350 0.080
O17 7.879 1.058 -0.997
O18 9.590 1.721 0.321
C32 10.438 1.674 -0.827
H47 6.717 -1.081 1.788
H48 5.130 -0.867 1.022
H49 6.601 -0.889 0.047
H50 5.840 1.234 2.109
H51 5.779 1.478 0.374
H52 10.022 2.255 -1.648
H53 10.594 0.640 -1.134
H54 11.394 2.104 -0.539
C33 -2.230 2.728 8.887
C34 -1.389 1.582 8.362
O19 -0.939 1.822 7.022
C35 0.054 2.703 6.897
O20 0.600 3.290 7.793
O21 0.327 2.834 5.597
C36 1.311 3.831 5.309
H55 -3.061 2.932 8.209
H56 -2.627 2.490 9.874
H57 -1.645 3.644 8.965
H58 -1.994 0.678 8.318
H59 -0.540 1.373 9.014
H60 2.226 3.659 5.873
H61 0.912 4.822 5.526
H62 1.538 3.769 4.248

Results
Kohn-Sham gap = 10.04 eV
HOMO level = -10.007 eV
2S+1 = 1
Energy relative to the best compared isomer or geometry (same formula, charge and spin) = 22.3 kcal per mole
SMILES string = C#CCC1=C([C@@H](C)CCC)C(=O)OC1=O.CCOC(=O)OC.CCOC(=O)OC.CCOC(=O)OC.CCOC(=O)OC.CCOC(=O)OC.CCOC(=O)OC
Charge = 0

Löwdin population analysis, charges in e, atoms 1 to 99: 0.1224 -0.1197 -0.1005 -0.0330 -0.0461 -0.2715 -0.0557 -0.1640 -0.2250 -0.0859 -0.3642 0.1911 0.0869 -0.3693 0.2068 0.0289 0.1244 0.1010 0.1476 0.0738 0.0755 0.0867 0.1117 0.1006 0.1033 0.1009 0.0701 0.0708 0.0558 -0.0675 -0.2142 0.0333 -0.6135 0.1240 0.0039 -0.0358 0.0816 0.0798 0.0734 0.1206 0.1237 0.0972 0.0979 0.0926 -0.0531 -0.2008 0.0406 -0.6118 0.1223 0.0041 -0.0451 0.0888 0.0575 0.0777 0.1224 0.1234 0.0943 0.0987 0.0915 -0.0644 -0.2104 0.0381 -0.6146 0.1147 0.0046 -0.0378 0.0829 0.0813 0.0739 0.1217 0.1221 0.0928 0.0992 0.0932 -0.0645 -0.2111 0.0400 -0.6120 0.1168 0.0089 -0.0381 0.0828 0.0777 0.0724 0.1211 0.1222 0.0917 0.0995 0.0950 -0.0587 -0.2134 0.0396 -0.6118 0.1187 0.0042 -0.0445 0.0825 0.0628 0.0771

| no. | total energy (eV) |
| --- | --- |
| 1 | -84162.979 |
| 2 | -81333.632 |